Computed, not measured: a molecular structure, C35H21Br4F5N3O4V, with the ωB97M-V functional and the def2-TZVPD basis.

**E_LUMO (spin up / spin down)**: -2.14 / -2.14 eV
**Total energy**: -13550.9921 hartree

Each line ends with the Mulliken charge.
Cartesian coordinates (Å):
Br (-5.800, 2.915, -0.535)  -0.174
Br (-4.821, -0.200, 0.030)  -0.136
Br (-3.572, 5.231, -1.135)  -0.149
Br (-0.346, 4.475, -1.071)  -0.123
V (-0.097, -0.766, 0.069)  -2.380
F (1.695, -3.136, -0.434)  -0.344
F (-2.671, -4.985, 2.220)  -0.340
F (-0.714, -6.729, 1.462)  -0.322
F (1.476, -5.796, 0.113)  -0.336
F (-2.492, -2.341, 1.506)  -0.470
O (2.037, 0.406, 3.296)  -0.693
O (0.000, 1.536, -0.408)  -0.626
O (1.751, -1.234, -3.441)  -0.639
O (-1.641, -0.278, -0.014)  0.165
N (1.801, -0.409, -0.069)  0.833
N (0.153, -0.903, -1.813)  1.170
N (0.374, -0.274, 1.855)  1.254
C (-2.207, 0.843, -0.289)  0.177
C (-0.608, -1.515, 3.682)  1.064
C (2.395, -0.576, -1.236)  1.213
C (0.503, -4.959, 0.478)  0.243
C (1.425, -0.957, -2.305)  -0.343
C (-2.438, -0.496, -5.073)  -0.944
C (-0.803, -0.727, -2.828)  -0.322
C (-2.445, -0.590, 4.938)  -1.069
C (-1.207, 1.866, -0.521)  -0.841
C (0.398, 1.428, -3.498)  -1.824
C (-1.830, -1.663, -3.049)  0.896
C (-1.321, 0.774, 3.295)  0.860
C (2.493, 0.017, 0.973)  0.609
C (0.464, -2.557, 3.550)  -1.540
C (-1.671, 3.166, -0.813)  0.398
C (-3.565, 1.163, -0.317)  -0.235
C (3.753, -0.346, -1.416)  -1.023
C (-1.614, -4.540, 1.539)  0.146
C (-1.504, -3.197, 1.186)  0.515
C (-2.041, -2.840, -2.147)  -0.921
C (-2.623, -1.534, -4.179)  -1.055
C (-2.272, 0.621, 4.293)  -0.874
C (-3.019, 3.464, -0.819)  0.386
C (-0.406, -2.685, 0.509)  0.931
C (-1.019, 2.139, 2.757)  -0.979
C (-0.639, 0.362, -3.712)  1.814
C (-1.577, -1.633, 4.670)  -0.916
C (-0.610, -5.433, 1.168)  0.426
C (0.580, -3.604, 0.189)  0.648
C (1.625, 0.100, 2.190)  -0.053
C (3.857, 0.279, 0.897)  -0.851
C (-1.464, 0.453, -4.822)  -1.140
C (4.491, 0.095, -0.326)  -0.599
C (-3.973, 2.467, -0.570)  0.533
C (-0.554, -0.339, 2.919)  -0.322
H (-1.633, -2.537, 5.261)  0.485
H (-2.665, -3.579, -2.643)  0.644
H (-1.326, 1.270, -5.514)  0.501
H (-2.553, -2.524, -1.236)  0.024
H (-3.038, -0.432, -5.968)  0.435
H (5.546, 0.295, -0.435)  0.485
H (0.696, 1.516, -2.454)  0.012
H (-1.630, 2.887, 3.255)  0.503
H (4.191, -0.512, -2.388)  0.632
H (0.030, 2.367, 2.952)  0.242
H (1.290, 1.204, -4.082)  0.482
H (0.017, 2.391, -3.832)  0.541
H (-3.382, -2.280, -4.363)  0.454
H (-3.215, -0.697, 5.688)  0.429
H (4.393, 0.607, 1.776)  0.624
H (-1.088, -3.300, -1.886)  0.187
H (1.272, -2.284, 4.230)  0.460
H (-2.870, 1.474, 4.583)  0.428
H (0.888, -2.599, 2.547)  0.066
H (-1.180, 2.221, 1.686)  0.208
H (0.103, -3.544, 3.829)  0.461

Forces on atoms 1 to 3 (eV/Å):
Br -0.1 -0.1 0.0
Br 0.3 -0.1 0.0
Br 0.0 0.0 0.0

Computed, not measured: a molecular structure, C35H21F15FeGeN4S2, with the ωB97M-V functional and the def2-TZVPD basis.

**E_LUMO (spin up / spin down)**: -3.45 / -4.66 eV
**Energy above the lowest of the compared OMol25 structures with the same formula, charge and spin**: 0.108 eV
**Total charge**: +1
**Spin multiplicity**: 2
**Total energy**: -7200.0914 hartree

Each line ends with the Mulliken charge.
Cartesian coordinates (Å):
Ge (-2.004, -1.774, -0.329)  1.268
Fe (0.567, 0.798, 0.367)  0.463
S (0.487, -0.650, 2.171)  -0.380
S (0.167, -1.378, -0.360)  -0.430
F (-5.109, -2.200, 3.941)  -0.282
F (-1.559, 1.249, 0.556)  -0.724
F (-1.667, -1.222, -3.270)  -0.247
F (-4.499, -1.203, 1.538)  -0.285
F (-3.503, -4.056, 5.098)  -0.284
F (-2.893, -4.836, -0.504)  -0.278
F (-2.952, 3.441, -0.037)  -0.366
F (-6.053, 0.855, -2.456)  -0.290
F (-1.273, -4.919, 3.808)  -0.312
F (-0.672, -3.963, 1.386)  -0.461
F (-4.656, -1.358, -1.890)  -0.329
F (-1.919, -2.807, -5.443)  -0.279
F (-3.149, -6.404, -2.675)  -0.282
F (-5.217, 3.271, -1.537)  -0.304
F (-2.662, -5.399, -5.142)  -0.284
N (2.459, 0.579, 0.785)  1.051
N (2.341, -2.565, 2.206)  -0.060
N (2.977, -0.656, 1.095)  -1.199
N (1.020, 2.660, 0.933)  0.215
C (2.353, 2.864, 1.038)  0.325
C (1.112, 4.110, -2.204)  -0.379
C (-2.151, -3.298, -4.231)  -0.065
C (-2.674, 1.104, -0.232)  -0.114
C (2.089, 1.929, -2.169)  -0.496
C (0.820, 1.356, -2.233)  -0.688
C (2.253, 3.310, -2.174)  0.426
C (-3.376, 2.262, -0.495)  0.249
C (-2.023, -2.512, -3.105)  0.638
C (-4.949, 0.943, -1.731)  0.169
C (-2.644, -4.313, -1.711)  0.349
C (-0.159, 3.554, -2.244)  -0.973
C (-4.529, 2.179, -1.259)  0.779
C (3.163, 1.628, 1.012)  1.140
C (-2.783, -5.137, -2.815)  0.004
C (4.639, -2.937, 3.056)  -1.005
C (-4.014, -2.616, 3.318)  0.098
C (-2.259, -2.990, -1.827)  -0.561
C (-3.039, -0.142, -0.686)  -0.317
C (-2.060, -4.004, 3.249)  0.244
C (-2.539, -2.516, 1.392)  -0.100
C (3.627, 3.919, -2.222)  -1.693
C (-0.307, 2.176, -2.274)  -0.422
C (2.092, -1.331, 1.767)  0.404
C (-3.196, -3.565, 3.910)  0.696
C (-2.534, -4.624, -4.078)  0.751
C (0.653, 4.977, 1.341)  -0.779
C (3.610, -3.250, 1.981)  -0.524
C (-3.675, -2.113, 2.074)  0.502
C (0.197, 3.695, 1.074)  -0.191
C (-1.757, -3.481, 2.008)  0.003
C (4.595, 1.619, 1.416)  -1.756
C (2.014, 5.190, 1.449)  -0.662
C (-4.206, -0.187, -1.433)  0.546
C (2.879, 4.116, 1.295)  -0.717
H (1.222, 5.188, -2.210)  0.451
H (-0.058, 5.780, 1.468)  0.507
H (-0.861, 3.488, 0.989)  0.383
H (-1.283, 1.726, -2.400)  0.990
H (3.975, -2.948, 1.000)  0.286
H (3.967, 4.004, -3.255)  0.426
H (4.847, -1.867, 3.085)  0.252
H (4.711, 2.009, 2.429)  0.357
H (2.402, 6.178, 1.660)  0.454
H (3.396, -4.318, 1.940)  0.435
H (4.355, 3.301, -1.693)  0.292
H (3.949, 4.245, 1.383)  0.512
H (5.176, 2.259, 0.748)  0.387
H (2.962, 1.286, -2.169)  0.389
H (4.988, 0.608, 1.374)  0.422
H (0.716, 0.291, -2.393)  0.959
H (-1.029, 4.198, -2.287)  0.501
H (4.285, -3.247, 4.040)  0.300
H (5.571, -3.462, 2.849)  0.353
H (3.637, 4.919, -1.788)  0.384
H (1.619, -3.022, 2.735)  0.163

Forces on atoms 1 to 3 (eV/Å):
Ge 0.0 -0.1 0.0
Fe 0.2 0.2 0.4
S -0.1 0.0 -0.1

Which of these has the highest total energy? C35H21F15FeGeN4S2

What is the total energy in the second record? -7200.0914 hartree